Below is a molecular structure, C23H31N2, with properties calculated with the ωB97M-V functional and the def2-TZVPD basis.

The calculation puts the orbital gap at 7.306 eV. Its spin multiplicity is 1. For the total energy, the calculation gives -1004.23236 hartree. The net charge is +1. The highest occupied orbital energy is -11.200 eV.

CARTESIAN COORDINATES (ANGSTROEM)
N (-0.486, -0.394, -1.677)
N (2.432, 1.187, 1.229)
C (0.703, -0.483, -2.550)
C (-1.917, -0.620, 0.707)
C (4.137, -0.980, 1.292)
C (-4.238, -1.160, 0.236)
C (-6.097, 0.085, 1.408)
C (-2.881, -1.346, -0.006)
C (-3.693, 0.313, 2.072)
C (0.489, -0.261, -4.056)
C (1.779, -0.467, -4.850)
C (2.166, -2.031, 2.421)
C (1.746, 3.583, 1.121)
C (-4.656, -0.273, 1.240)
C (-0.814, 2.483, 0.507)
C (1.514, 2.221, 1.089)
C (-0.622, 3.870, 0.608)
C (-0.492, -0.783, 0.257)
C (1.839, -0.018, 0.985)
C (0.266, 1.641, 0.734)
C (0.653, 4.418, 0.881)
C (-2.327, 0.134, 1.824)
C (2.469, -2.197, -0.067)
C (0.490, 0.213, 0.687)
C (2.641, -1.305, 1.159)
H (2.534, 0.245, -4.540)
H (2.716, -1.634, -0.978)
H (-1.594, 0.576, 2.505)
H (-4.021, 0.955, 2.900)
H (-0.292, -0.969, -4.417)
H (4.703, -1.921, 1.348)
H (1.586, -0.312, -5.913)
H (-6.720, -0.486, 0.712)
H (-1.790, 2.058, 0.243)
H (-0.139, -1.789, 0.607)
H (0.780, 5.492, 0.908)
H (-1.303, -0.571, -2.275)
H (-0.402, -1.355, -1.190)
H (4.368, -0.418, 2.205)
H (1.516, 0.134, -2.197)
H (4.506, -0.436, 0.414)
H (-2.560, -2.067, -0.764)
H (3.151, -3.058, -0.002)
H (0.098, 0.762, -4.231)
H (2.168, -1.472, -4.726)
H (1.094, -2.260, 2.375)
H (2.762, 3.950, 1.321)
H (-1.472, 4.549, 0.451)
H (0.985, -1.517, -2.421)
H (-6.272, 1.155, 1.218)
H (2.713, -2.977, 2.554)
H (2.344, -1.414, 3.311)
H (-4.981, -1.673, -0.387)
H (-6.438, -0.119, 2.431)
H (3.411, 1.335, 1.445)
H (1.448, -2.592, -0.157)

Cartesian forces (eV/Å) of the 6 atoms listed first:
-0.8 -2.0 -0.3
-0.4 -0.5 -0.1
0.7 -0.8 -0.4
-0.3 -0.4 -0.7
0.2 -0.2 0.0
0.0 0.1 0.0